Molecular formula: C7H6ClF3O
Method: DFT, ωB97M-V/def2-TZVPD

```
! RIJCOSX wB97M-V def2-TZVPD def2/J DEFGRID3
* xyz 0 1
C 0.947 -2.734 0.670
C 0.694 -1.659 -0.090
C 0.305 1.726 1.064
C 1.577 1.646 1.266
C -0.851 0.797 -1.668
C -2.111 0.612 -0.863
C -0.803 0.197 -0.299
O -0.540 -0.948 0.190
F -0.509 2.722 1.508
F 2.424 2.425 2.020
F 2.241 0.505 0.892
Cl -2.933 -0.908 -1.387
H 1.942 -3.297 0.643
H 0.333 -3.146 1.364
H 1.410 -1.185 -0.707
H -0.762 0.165 -2.451
H -0.456 1.850 -1.796
H -2.909 1.229 -0.356
*
```

Output
LUMO energy: -0.247 eV
HOMO energy: -9.2 eV

***

Molecular formula: C32H52BIrN8O4SeSi
Method: DFT, ωB97M-V/def2-TZVPD

```
! RIJCOSX wB97M-V def2-TZVPD def2/J DEFGRID3
* xyz 0 5
Ir -0.387 -0.138 -0.610
C -5.416 1.724 -1.811
C -3.961 1.617 -2.109
C -3.340 1.967 -3.257
C -1.960 1.691 -3.069
N -1.812 1.074 -1.891
N -3.000 1.106 -1.283
B -3.196 0.566 0.179
N -2.217 1.301 1.154
N -0.865 1.415 0.936
C -0.365 2.409 1.704
C -1.443 2.880 2.485
C -2.575 2.193 2.113
C -4.000 2.480 2.570
C 1.014 2.940 1.804
C 1.136 4.381 1.293
C 1.941 1.994 1.003
C 1.412 2.874 3.306
N -3.033 -0.966 0.279
N -1.819 -1.513 0.372
C -1.961 -2.769 0.774
C -3.339 -3.045 0.893
C -3.988 -1.884 0.543
C -5.437 -1.647 0.478
C -0.843 -3.740 0.949
C -1.082 -4.954 0.037
C -0.787 -4.246 2.404
C 0.580 -3.132 0.625
C -0.848 1.952 -4.058
C -1.156 3.251 -4.802
C 0.506 2.117 -3.338
C -0.857 0.778 -5.084
H -5.857 2.087 -2.721
H -5.622 2.427 -0.992
H -5.850 0.752 -1.515
H -3.759 2.477 -4.104
H -4.357 0.877 0.488
H -1.377 3.731 3.127
H -4.003 3.089 3.480
H -4.574 1.598 2.832
H -4.493 3.053 1.778
H 1.118 4.307 0.181
H 2.054 4.806 1.663
H 0.306 4.992 1.639
H 1.768 2.045 -0.069
H 1.842 0.916 1.344
H 2.961 2.256 1.187
H 0.838 3.440 4.001
H 2.469 3.199 3.470
H 1.375 1.831 3.650
H -3.867 -3.980 1.117
H -5.927 -2.571 0.773
H -5.854 -1.354 -0.491
H -5.768 -0.865 1.150
H -2.086 -5.330 0.174
H -0.363 -5.727 0.321
H -0.993 -4.691 -1.031
H -1.650 -4.844 2.692
H -0.760 -3.468 3.147
H 0.083 -4.944 2.519
H 0.719 -3.019 -0.464
H 1.388 -3.765 1.054
H 0.689 -2.194 1.178
H -1.295 4.069 -4.096
H -2.031 3.144 -5.400
H -0.309 3.523 -5.446
H 0.445 2.903 -2.565
H 1.319 2.425 -4.028
H 0.854 1.223 -2.910
H -1.730 0.721 -5.704
H -0.851 -0.205 -4.642
H 0.005 0.906 -5.745
O 2.838 -3.166 -4.585
C 3.669 -2.530 -3.809
O 4.869 -2.573 -3.931
C 3.028 -1.659 -2.726
C 3.723 -0.919 -1.827
N 2.830 -0.309 -1.022
N 1.580 -0.648 -1.368
C 1.687 -1.462 -2.428
C 0.338 -2.085 -2.922
O 0.355 -2.878 -3.849
O -0.651 -1.659 -2.240
H 1.860 -3.090 -4.312
H 4.774 -0.690 -1.825
H 3.026 0.443 -0.350
C 4.989 0.662 4.636
Si 4.628 -0.869 3.634
C 5.483 -0.643 1.971
C 5.514 -2.335 4.477
Se 2.396 -1.449 3.559
H 6.015 1.062 4.412
H 4.778 0.531 5.701
H 4.299 1.442 4.263
H 6.471 -0.139 2.107
H 4.865 -0.092 1.253
H 5.635 -1.675 1.586
H 6.567 -2.110 4.388
H 5.414 -3.322 4.059
H 5.263 -2.350 5.523
*
```

Output
Expectation value of S²: 6.01
LUMO energy (alpha / beta): 0.289 / -2.606 eV
HOMO energy (alpha / beta): -7.2 / -8.3 eV
ΔE to the lowest compared entry with this formula, charge and spin: 0.00 kJ/mol

***

Molecular formula: C36H84N12O12
Method: DFT, ωB97M-V/def2-TZVPD

```
! RIJCOSX wB97M-V def2-TZVPD def2/J DEFGRID3
* xyz 0 1
C -29.124 11.310 10.693
C -27.922 10.657 11.311
O -27.436 11.068 12.335
N -27.485 9.512 10.729
C -26.239 8.852 11.127
H -29.709 11.729 11.509
H -29.796 10.611 10.191
H -28.805 12.073 9.986
H -27.836 9.192 9.843
H -26.602 7.945 11.629
H -25.691 9.412 11.877
H -25.618 8.593 10.277
C -24.491 7.417 14.302
C -23.018 7.692 14.040
O -22.295 8.118 14.932
N -22.592 7.488 12.771
C -21.202 7.576 12.397
H -24.894 6.589 13.729
H -25.069 8.296 13.985
H -24.712 7.294 15.358
H -23.269 7.256 12.059
H -20.507 7.132 13.101
H -20.903 8.610 12.184
H -21.072 7.069 11.440
C -20.573 0.216 13.232
C -21.403 1.457 13.498
O -22.608 1.393 13.724
N -20.715 2.620 13.665
C -21.421 3.873 13.913
H -20.045 -0.001 14.166
H -19.817 0.393 12.470
H -21.249 -0.617 13.079
H -19.853 2.701 13.153
H -21.995 3.766 14.830
H -22.033 4.118 13.046
H -20.712 4.682 14.052
C -21.518 9.613 17.410
C -21.738 8.492 18.398
O -21.890 8.669 19.597
N -21.841 7.267 17.812
C -21.726 6.017 18.551
H -21.119 10.466 17.962
H -22.475 9.953 17.025
H -20.776 9.300 16.684
H -21.600 7.237 16.834
H -22.506 5.734 19.247
H -20.719 5.986 18.992
H -21.645 5.184 17.843
C -26.953 9.994 15.829
C -27.711 8.922 16.557
O -27.760 8.921 17.789
N -28.237 7.868 15.856
C -28.034 7.507 14.475
H -27.667 10.786 15.569
H -26.470 9.712 14.898
H -26.244 10.466 16.502
H -28.639 7.184 16.478
H -27.189 6.802 14.450
H -27.737 8.357 13.868
H -28.858 6.959 14.027
C -24.194 12.990 8.839
C -23.342 11.842 9.303
O -23.704 10.690 9.078
N -22.239 12.122 10.010
C -21.386 11.101 10.599
H -23.854 13.990 9.111
H -25.182 12.848 9.281
H -24.362 12.933 7.765
H -21.909 13.067 10.083
H -20.807 11.492 11.426
H -20.688 10.734 9.832
H -21.970 10.209 10.821
C -25.070 3.096 12.022
C -25.741 3.218 13.380
O -26.833 3.750 13.487
N -25.018 2.781 14.431
C -25.493 2.892 15.803
H -24.249 3.805 11.963
H -25.835 3.326 11.285
H -24.703 2.089 11.823
H -24.058 2.498 14.289
H -24.887 2.233 16.419
H -26.537 2.593 15.868
H -25.417 3.915 16.179
C -22.180 4.373 9.097
C -22.517 5.842 8.984
O -23.431 6.296 9.676
N -21.759 6.650 8.208
C -22.047 8.043 8.126
H -21.982 4.262 10.171
H -21.353 3.998 8.501
H -23.070 3.754 9.001
H -21.039 6.215 7.661
H -21.396 8.593 7.447
H -21.866 8.515 9.092
H -23.068 8.253 7.818
C -26.486 3.393 20.261
C -25.548 4.444 19.673
O -24.361 4.178 19.558
N -26.080 5.619 19.279
C -25.311 6.716 18.705
H -26.734 2.719 19.439
H -27.449 3.814 20.567
H -25.987 2.911 21.089
H -27.056 5.793 19.434
H -24.538 6.405 18.003
H -24.878 7.268 19.536
H -25.984 7.316 18.097
C -19.078 2.450 10.094
C -18.804 3.439 11.184
O -19.572 4.345 11.440
N -17.696 3.199 11.944
C -17.315 4.041 13.050
H -19.416 2.810 9.130
H -19.914 1.802 10.396
H -18.280 1.711 9.976
H -17.209 2.336 11.787
H -16.912 5.006 12.739
H -16.598 3.509 13.667
H -18.191 4.281 13.659
C -14.484 10.504 12.781
C -15.947 10.593 13.140
O -16.507 11.665 13.265
N -16.577 9.394 13.297
C -17.986 9.348 13.579
H -13.974 11.326 13.266
H -14.399 10.625 11.698
H -14.084 9.513 12.992
H -16.153 8.629 12.800
H -18.190 10.186 14.254
H -18.337 8.456 14.091
H -18.668 9.575 12.749
C -17.452 9.179 6.692
C -18.325 8.954 7.905
O -19.175 9.775 8.222
N -18.094 7.795 8.586
C -18.762 7.381 9.818
H -18.084 9.070 5.801
H -16.601 8.518 6.554
H -17.184 10.233 6.654
H -17.433 7.158 8.177
H -18.103 7.701 10.623
H -19.111 6.354 9.900
H -19.720 7.911 9.827
*
```

Output
LUMO energy: -0.346 eV
HOMO energy: -8.6 eV
ΔE to the lowest compared entry with this formula, charge and spin: 186.33 kJ/mol
SMILES: CNC(C)=O.CNC(C)=O.CNC(C)=O.CNC(C)=O.CNC(C)=O.CNC(C)=O.CNC(C)=O.CNC(C)=O.CNC(C)=O.CNC(C)=O.CNC(C)=O.CNC(C)=O

***

Molecular formula: C4H8O
Method: DFT, ωB97M-V/def2-TZVPD

```
! RIJCOSX wB97M-V def2-TZVPD def2/J DEFGRID3
* xyz 0 1
C 0.965 0.278 -0.638
C 1.178 1.035 0.637
C -1.251 -0.667 0.310
C -0.407 -0.622 -0.684
O -2.468 -1.246 0.429
H -2.661 -1.745 -0.377
H -0.965 -0.061 1.267
H -0.523 -1.125 -1.631
H 0.883 0.947 -1.499
H 1.757 -0.451 -0.815
H 2.061 0.708 1.178
H 0.241 0.837 1.331
H 1.189 2.113 0.492
*
```

Output
LUMO energy: 0.985 eV
HOMO energy: -8.9 eV
ΔE to the lowest compared entry with this formula, charge and spin: 146.07 kJ/mol
SMILES: CC/C=C/O

***

Molecular formula: C59H53N6O4STi
Method: DFT, ωB97M-V/def2-TZVPD

```
! RIJCOSX wB97M-V def2-TZVPD def2/J DEFGRID3
* xyz -1 1
Ti -0.358 0.954 -0.202
C -6.753 7.209 4.089
O -6.097 7.296 2.848
C -5.136 6.350 2.595
C -4.586 6.345 1.318
C -3.605 5.436 0.983
C -3.080 4.505 1.900
C -3.708 4.494 3.149
C -4.707 5.396 3.502
C -2.035 3.550 1.467
C -1.867 2.241 2.112
C -1.852 1.964 3.473
C -1.657 0.583 3.622
C -1.535 0.055 2.351
N -1.610 1.077 1.409
C -1.473 -1.348 2.007
C -1.192 -1.807 0.763
C -1.339 -3.188 0.307
C -0.998 -3.238 -0.985
C -0.590 -1.895 -1.398
C -0.073 -1.572 -2.606
C 0.128 -2.649 -3.616
C 1.402 -3.180 -3.834
C 1.608 -4.205 -4.736
C 0.534 -4.731 -5.450
O 0.835 -5.758 -6.313
C -0.222 -6.299 -7.074
C -0.739 -4.213 -5.260
C -0.924 -3.174 -4.348
C 0.398 -0.257 -2.954
N 0.232 0.862 -2.161
C 0.890 1.893 -2.810
C 0.927 3.253 -2.339
C 1.732 4.213 -3.148
C 2.975 4.645 -2.683
C 3.738 5.542 -3.406
C 3.274 6.028 -4.626
O 4.099 6.916 -5.271
C 3.672 7.414 -6.519
C 2.044 5.604 -5.111
C 1.289 4.701 -4.367
C 0.246 3.724 -1.270
C 0.065 5.138 -0.958
C -0.860 5.235 -0.001
C -1.231 3.878 0.415
N -0.516 2.973 -0.364
C 1.455 1.427 -3.989
C 1.128 0.070 -4.091
N -0.738 -1.029 -0.310
C -1.793 -2.326 3.078
C -3.001 -2.281 3.763
C -3.323 -3.211 4.745
C -2.412 -4.213 5.059
O -2.618 -5.180 6.014
C -3.856 -5.169 6.688
C -1.195 -4.271 4.388
C -0.890 -3.337 3.415
H -7.513 7.987 4.089
H -6.064 7.381 4.922
H -7.233 6.235 4.222
H -4.965 7.042 0.581
H -3.273 5.420 -0.046
H -3.444 3.751 3.878
H -5.139 5.326 4.490
H -1.911 2.681 4.271
H -1.610 0.026 4.544
H -1.697 -3.998 0.921
H -1.011 -4.100 -1.633
H 2.237 -2.772 -3.277
H 2.594 -4.619 -4.901
H 0.217 -7.075 -7.697
H -0.685 -5.542 -7.713
H -0.991 -6.743 -6.435
H -1.589 -4.593 -5.805
H -1.917 -2.766 -4.201
H 3.339 4.260 -1.738
H 4.701 5.878 -3.045
H 4.458 8.082 -6.865
H 2.737 7.975 -6.430
H 3.537 6.610 -7.249
H 1.657 5.962 -6.054
H 0.329 4.371 -4.747
H 0.585 5.947 -1.444
H -1.201 6.139 0.475
H 2.027 2.019 -4.686
H 1.392 -0.611 -4.883
H -3.710 -1.501 3.517
H -4.277 -3.142 5.246
H -3.838 -6.014 7.374
H -4.694 -5.289 5.994
H -3.995 -4.245 7.257
H -0.502 -5.059 4.656
H 0.057 -3.382 2.889
C 2.204 -5.792 3.047
N 2.624 -4.459 2.658
C 2.881 -3.507 3.724
C 2.590 -4.019 1.372
S 2.622 -2.407 0.990
N 2.529 -5.034 0.423
C 3.606 -6.016 0.461
C 2.215 -4.638 -0.939
H 1.529 -5.720 3.902
H 3.048 -6.427 3.336
H 1.675 -6.264 2.223
H 2.907 -4.050 4.667
H 2.110 -2.735 3.765
H 3.835 -3.005 3.566
H 3.964 -6.172 1.475
H 4.453 -5.675 -0.148
H 3.257 -6.970 0.062
H 1.360 -3.967 -0.948
H 1.976 -5.537 -1.509
H 3.059 -4.125 -1.414
C 4.037 1.221 1.914
C 3.930 0.909 0.568
C 2.679 0.806 -0.029
C 1.509 1.008 0.707
C 1.637 1.326 2.064
C 2.885 1.429 2.661
H 5.012 1.297 2.382
H 4.823 0.733 -0.021
H 2.624 0.545 -1.082
H 0.751 1.493 2.670
H 2.958 1.672 3.715
*
```

Output
LUMO energy: 2.271 eV
HOMO energy: -2.8 eV

***

Molecular formula: ClH10O5
Method: DFT, ωB97M-V/def2-TZVPD

```
! RIJCOSX wB97M-V def2-TZVPD def2/J DEFGRID3
* xyz -1 1
Cl 17.154 9.411 2.655
O 17.720 9.070 5.070
H 18.461 8.466 5.018
H 17.395 9.127 4.171
O 16.069 7.017 2.485
H 16.313 7.927 2.659
H 16.903 6.564 2.363
O 18.914 7.597 1.886
H 18.209 8.235 1.999
H 19.691 8.034 2.234
O 17.249 8.712 0.283
H 16.971 8.462 1.164
H 16.475 9.117 -0.107
O 15.041 10.662 2.364
H 14.989 11.584 2.112
H 15.979 10.474 2.397
*
```

Output
LUMO energy: 3.854 eV
HOMO energy: -5.4 eV
ΔE to the lowest compared entry with this formula, charge and spin: 419.89 kJ/mol

***

Molecular formula: C4H7ClO
Method: DFT, ωB97M-V/def2-TZVPD

```
! RIJCOSX wB97M-V def2-TZVPD def2/J DEFGRID3
* xyz 0 1
C -1.792 1.495 0.066
C -0.732 0.421 -0.101
C 0.550 0.538 -0.323
C 1.624 -0.450 -0.228
H -1.211 2.447 -0.031
H -2.749 1.471 -0.694
H -2.034 1.493 1.158
H 1.201 1.539 -0.162
H 1.947 -0.842 -1.133
H 1.275 -1.387 0.383
H 2.789 0.252 1.114
O 2.775 0.314 0.198
Cl -1.254 -1.148 0.076
*
```

Output
LUMO energy: 0.841 eV
HOMO energy: -9.2 eV
ΔE to the lowest compared entry with this formula, charge and spin: 215.92 kJ/mol
SMILES: C/C(Cl)=C/CO